Entry 1:
The following is a quantum chemistry calculation of 11 unconnected molecules or ions with the total composition C17H56N6O11 at a distorted geometry, from the OMol25 dataset.

Last column: Mulliken charge in e.
Geometry (Å):
C (-0.132, 0.189, 4.533)  -0.439
O (1.110, 0.080, 4.045)  -0.679
H (-0.110, -0.273, 5.550)  0.256
H (-0.850, -0.362, 3.797)  -0.029
H (-0.425, 1.236, 4.677)  0.328
H (1.333, 0.909, 3.507)  0.410
C (0.985, 2.305, -2.313)  -0.229
O (0.690, 3.144, -3.420)  -0.613
H (0.338, 2.603, -1.506)  0.308
H (1.970, 2.463, -1.926)  0.244
H (0.893, 1.241, -2.607)  0.132
H (-0.135, 2.955, -3.826)  0.335
C (-3.053, -0.701, 2.308)  -0.627
O (-1.974, -1.380, 1.739)  -0.493
H (-3.892, -0.467, 1.567)  0.142
H (-2.652, 0.277, 2.731)  0.142
H (-3.489, -1.334, 3.077)  0.335
H (-1.472, -0.887, 1.085)  -0.314
C (0.046, -0.267, -0.108)  1.249
O (-0.114, 0.462, 1.074)  1.969
H (-0.793, -0.157, -0.804)  -0.112
H (0.052, -1.317, 0.160)  0.302
H (0.984, 0.098, -0.526)  -0.894
H (0.739, 0.462, 1.500)  -1.164
C (-0.760, -1.148, -4.039)  -0.355
O (0.371, -0.430, -4.452)  -0.651
H (-1.579, -0.844, -4.638)  0.515
H (-0.855, -0.760, -3.013)  -0.066
H (-0.682, -2.223, -3.989)  0.191
H (0.017, 0.118, -5.113)  0.353
C (-2.584, 3.138, 2.072)  0.467
O (-1.905, 3.091, 3.325)  -0.698
N (-2.118, 2.503, 1.051)  0.131
N (-3.722, 3.693, 1.838)  -0.407
H (-1.349, 1.843, 1.168)  -0.271
H (-2.760, 2.319, 0.207)  0.397
H (-4.289, 3.945, 2.729)  0.307
H (-4.264, 3.479, 1.010)  0.233
C (1.354, -3.137, 2.204)  0.470
O (2.169, -4.079, 1.531)  -0.792
N (1.941, -2.213, 2.943)  -0.223
N (0.079, -3.086, 2.104)  -0.149
H (2.896, -2.357, 2.982)  0.222
H (1.478, -1.428, 3.440)  0.300
H (-0.380, -3.625, 1.343)  0.122
H (-0.611, -2.431, 2.471)  0.350
C (-1.041, -3.520, -0.822)  0.079
O (-1.726, -2.467, -1.386)  -0.504
N (0.208, -3.763, -1.078)  -0.083
N (-1.587, -4.216, 0.158)  -0.517
H (0.688, -2.991, -1.625)  -0.009
H (0.798, -4.435, -0.486)  0.355
H (-2.545, -3.941, 0.459)  0.241
H (-1.181, -5.141, 0.368)  0.270
C (3.599, -0.197, -2.336)  -1.092
C (2.939, -1.542, -2.315)  0.746
C (3.410, -2.342, -1.129)  -1.281
O (1.676, -1.504, -2.320)  -0.560
H (3.196, 0.372, -1.507)  -0.230
H (3.355, 0.442, -3.179)  0.339
H (4.655, -0.255, -2.139)  0.478
H (3.225, -2.032, -3.176)  0.546
H (4.435, -2.660, -1.253)  0.601
H (2.813, -3.315, -1.057)  0.248
H (3.295, -1.819, -0.170)  -0.049
H (1.308, -1.004, -3.017)  -0.024
C (-2.252, 1.952, -2.075)  0.158
C (-3.679, 1.749, -1.726)  -0.337
C (-3.959, 0.298, -1.360)  -0.844
O (-4.226, 2.409, -0.785)  -0.554
H (-1.639, 1.848, -1.196)  -0.610
H (-2.070, 2.948, -2.532)  0.272
H (-1.968, 1.154, -2.747)  0.118
H (-4.165, 1.942, -2.671)  0.403
H (-5.058, 0.097, -1.186)  0.535
H (-3.444, -0.033, -0.511)  -0.199
H (-3.741, -0.380, -2.221)  0.312
H (-5.158, 2.253, -0.842)  0.383
C (3.786, 3.019, 1.116)  -1.753
C (2.742, 1.916, 1.365)  0.623
C (3.252, 0.472, 1.437)  -0.127
O (1.927, 2.128, 2.308)  -0.614
H (4.519, 2.928, 1.960)  0.345
H (3.386, 3.998, 1.090)  0.441
H (4.184, 2.797, 0.154)  0.406
H (2.119, 1.902, 0.505)  -0.130
H (2.418, -0.104, 1.229)  -0.777
H (3.656, 0.190, 2.386)  0.567
H (4.035, 0.397, 0.711)  0.464
H (1.287, 2.810, 2.093)  0.362

Results
LUMO energy: 0.048 eV
SMILES string: NC(N)=O.NC(N)=O.NC(N)=O.CC(C)O.CC(C)O.CC(C)O.CO.CO.CO.CO.CO
energy above the lowest of the compared OMol25 structures with the same formula, charge and spin: 6.566 eV
total energy: -1837.27920 hartree
strongest force on any atom: 8.8 eV/A

Entry 2:
The following is a quantum chemistry calculation of a molecular structure, C17H58F3N20O11Sr at a distorted geometry, from the OMol25 dataset.

Last column: Mulliken charge in e.
Geometry (Å):
Sr (-0.884, 0.752, -0.208)  0.996
F (0.736, 2.491, 0.626)  -0.631
F (-0.919, 0.108, 2.412)  -0.699
F (-0.957, 1.400, -2.707)  -0.779
C (1.890, -2.443, 2.311)  -1.283
C (2.473, -3.810, 2.217)  0.732
C (1.561, -4.787, 1.458)  -0.412
O (2.135, -6.031, 1.314)  -0.476
C (2.461, -6.695, 2.552)  -0.752
N (3.703, -3.754, 1.493)  -0.573
H (1.072, -2.441, 3.032)  0.445
H (1.374, -2.281, 1.364)  -0.502
H (2.563, -1.638, 2.606)  0.381
H (2.789, -4.020, 3.239)  0.270
H (1.328, -4.421, 0.458)  0.251
H (0.594, -4.879, 1.951)  0.383
H (3.333, -6.283, 3.061)  0.285
H (2.633, -7.752, 2.348)  0.291
H (1.608, -6.716, 3.230)  0.320
H (3.788, -3.190, 0.659)  0.205
H (3.742, -4.641, 1.012)  0.404
C (3.841, 1.204, -2.069)  -1.736
C (2.923, 0.003, -1.762)  -0.073
C (3.436, -1.136, -0.759)  0.677
O (4.786, -1.581, -1.080)  -0.456
C (4.840, -2.556, -2.078)  -0.749
N (1.647, 0.532, -1.333)  1.102
H (4.083, 1.777, -1.174)  0.280
H (3.494, 1.984, -2.747)  0.312
H (4.740, 0.740, -2.475)  0.453
H (2.683, -0.376, -2.756)  0.425
H (2.777, -1.993, -0.617)  -0.526
H (3.283, -0.585, 0.169)  0.170
H (4.325, -3.496, -1.877)  0.211
H (5.857, -2.944, -2.136)  0.368
H (4.374, -2.308, -3.031)  0.297
H (1.670, 1.324, -0.707)  -0.405
H (1.211, 1.015, -2.106)  -0.346
C (-3.288, -2.306, 3.285)  0.379
O (-4.341, -2.897, 3.519)  -0.745
N (-3.053, -1.104, 3.694)  -0.222
N (-2.332, -2.784, 2.554)  0.020
H (-2.500, -0.652, 2.980)  0.045
H (-3.709, -0.544, 4.220)  0.230
H (-1.482, -2.240, 2.539)  -0.086
H (-2.282, -3.679, 2.089)  0.131
C (-1.505, 3.625, 3.725)  0.445
O (-1.939, 4.535, 4.345)  -0.764
N (-0.358, 3.781, 3.116)  -0.131
N (-2.071, 2.434, 3.652)  -0.057
H (0.062, 3.026, 2.592)  -0.087
H (-0.075, 4.747, 3.036)  0.225
H (-2.869, 2.193, 4.224)  0.191
H (-1.644, 1.642, 3.193)  0.072
C (1.969, 5.670, -0.066)  0.403
O (2.521, 6.744, -0.198)  -0.776
N (0.964, 5.478, 0.777)  -0.160
N (2.165, 4.608, -0.715)  -0.093
H (0.478, 4.603, 0.642)  -0.119
H (0.480, 6.263, 1.189)  0.275
H (2.831, 4.620, -1.473)  0.158
H (1.688, 3.811, -0.317)  0.244
C (-4.279, -0.889, -0.647)  0.397
O (-3.162, -0.498, -0.740)  -0.067
N (-4.761, -1.776, 0.196)  -0.336
N (-5.240, -0.618, -1.542)  -0.442
H (-4.348, -2.009, 1.088)  0.130
H (-5.715, -2.054, 0.013)  0.128
H (-6.198, -0.937, -1.567)  0.185
H (-4.881, -0.124, -2.346)  0.177
C (-3.401, 3.101, 0.508)  0.452
O (-2.733, 2.085, 0.577)  -0.127
N (-4.713, 3.131, 0.411)  -0.480
N (-2.792, 4.242, 0.511)  -0.320
H (-5.025, 2.171, 0.464)  0.257
H (-5.283, 3.965, 0.392)  0.167
H (-3.314, 5.106, 0.526)  0.161
H (-1.821, 4.050, 0.712)  0.009
C (-0.411, -2.771, -1.108)  -0.546
O (-0.525, -1.683, -0.559)  1.058
N (-1.088, -3.830, -0.830)  -0.262
N (0.487, -3.006, -2.013)  -0.307
H (-1.954, -3.666, -0.338)  0.250
H (-0.867, -4.645, -1.385)  0.147
H (1.133, -2.253, -2.204)  0.021
H (0.518, -3.866, -2.542)  0.194
C (-0.100, 3.813, -5.220)  0.536
O (0.304, 4.658, -6.035)  -0.764
N (-1.256, 3.186, -5.216)  -0.250
N (0.483, 3.511, -4.112)  -0.103
H (-1.552, 2.819, -4.324)  0.098
H (-1.894, 3.404, -5.968)  0.193
H (1.388, 3.908, -3.903)  0.080
H (0.023, 2.804, -3.557)  0.180
C (2.817, 1.300, 3.590)  0.650
O (3.600, 1.091, 4.451)  -0.739
N (2.888, 1.850, 2.408)  -0.085
N (1.555, 0.975, 3.765)  0.045
H (2.087, 1.940, 1.800)  -0.103
H (3.777, 2.032, 1.963)  0.211
H (0.909, 0.945, 2.989)  -0.361
H (1.038, 0.682, 4.582)  0.211
C (-3.081, -0.898, -4.434)  0.625
O (-3.662, -1.659, -5.174)  -0.778
N (-3.402, 0.320, -4.324)  -0.285
N (-1.995, -1.160, -3.775)  0.008
H (-4.216, 0.559, -4.872)  0.189
H (-2.895, 0.925, -3.694)  0.051
H (-1.591, -2.065, -3.580)  0.056
H (-1.558, -0.315, -3.434)  0.052

Results
LUMO energy: 1.482 eV
net charge: -1
total energy: -2936.12342 hartree
strongest force on any atom: 6.5 eV/A